{"formula": "C40H32N4OP2S2Sc", "method": "the ωB97M-V functional and the def2-TZVPD basis", "e_lumo_ev": -3.35, "charge": 1, "homo_energy_ha": -0.3635, "species": ["Sc", "N", "P", "C", "C", "C", "C", "C", "C", "C", "C", "C", "C", "C", "C", "P", "C", "C", "C", "C", "C", "C", "C", "C", "C", "C", "C", "C", "H", "H", "H", "H", "H", "H", "H", "H", "H", "H", "H", "H", "H", "H", "H", "H", "H", "H", "H", "H", "H", "S", "C", "C", "C", "C", "N", "C", "C", "C", "S", "C", "N", "H", "H", "C", "O", "H", "H", "H", "H", "N", "C", "C", "C", "C", "C", "C", "C", "H", "H", "H", "H", "H"], "xyz": [[-0.82625, -1.54600, -0.54980], [0.27395, 0.22978, 2.24936], [1.37455, -0.80683, 1.38712], [2.02774, -1.85755, 2.72185], [2.62793, -1.26885, 3.85965], [3.09607, -2.09706, 4.89621], [3.04498, -3.49910, 4.78269], [2.49175, -4.06968, 3.62258], [1.99625, -3.26351, 2.59936], [2.73759, 0.29762, 0.95274], [3.68928, -0.09471, -0.03057], [4.71904, 0.77059, -0.39004], [4.88358, 2.02788, 0.20268], [3.96604, 2.39720, 1.19442], [2.91917, 1.53005, 1.58433], [-1.21106, 0.82189, 1.52966], [-2.09705, 1.51121, 2.93527], [-3.43380, 1.15463, 3.20017], [-4.10870, 1.70461, 4.28069], [-3.47804, 2.61674, 5.15998], [-2.14665, 2.96047, 4.89489], [-1.44930, 2.38684, 3.81686], [-0.68719, 2.31375, 0.62051], [-1.26277, 3.59329, 0.77893], [-0.82234, 4.67535, -0.00886], [0.17189, 4.49372, -0.98388], [0.73135, 3.22215, -1.15772], [0.29836, 2.15576, -0.37737], [0.16059, -0.08816, 3.20549], [2.75916, -0.16387, 3.91849], [3.54052, -1.60472, 5.75371], [3.42893, -4.15288, 5.59276], [2.49485, -5.13286, 3.48797], [1.55266, -3.73458, 1.71771], [3.62233, -1.07333, -0.49441], [5.41397, 0.42710, -1.13808], [5.67078, 2.72811, -0.11584], [4.09358, 3.34110, 1.70284], [2.24853, 1.87670, 2.37790], [-3.95309, 0.44698, 2.54172], [-5.13956, 1.39311, 4.46377], [-4.01563, 2.97745, 6.05180], [-1.65386, 3.69211, 5.52515], [-0.39947, 2.65958, 3.59813], [-2.08283, 3.77250, 1.48413], [-1.31843, 5.63523, 0.15997], [0.47361, 5.32799, -1.60730], [1.51981, 3.05100, -1.88809], [0.69152, 1.17393, -0.56933], [1.07578, -1.24523, -2.23394], [0.84144, -2.71330, -3.12263], [1.75465, -2.97239, -4.17807], [1.70445, -4.14551, -4.91881], [2.70476, -4.39241, -5.90929], [3.57330, -4.61062, -6.67627], [0.69597, -5.12026, -4.62922], [-0.19450, -4.90605, -3.60230], [-0.22123, -3.70776, -2.84265], [-1.53079, -3.60326, -1.73475], [0.51714, -6.30089, -5.40440], [0.35087, -7.32042, -5.98173], [2.51075, -2.23110, -4.41620], [-0.95037, -5.64573, -3.37839], [-2.00351, -2.76451, 2.36806], [-1.38124, -2.73065, 1.07089], [-1.53164, -3.50135, 3.04447], [-3.09118, -2.98575, 2.28886], [-1.83948, -1.74626, 2.74443], [-1.26595, -3.63878, 0.72930], [-2.04085, -0.15978, -1.68591], [-2.43368, 0.66990, -2.43090], [-2.83407, 1.66761, -3.34032], [-4.18635, 1.80023, -3.72472], [-4.54402, 2.79287, -4.61687], [-3.58644, 3.66411, -5.16837], [-2.23489, 3.48272, -4.82463], [-1.85530, 2.51865, -3.91325], [-4.90942, 1.11577, -3.30522], [-5.58437, 2.87475, -4.90433], [-3.87364, 4.45753, -5.86582], [-1.47228, 4.10962, -5.28012], [-0.79822, 2.37549, -3.69709]], "forces_ev_per_angstrom": [[1.1, 0.7, -0.8], [0.0, -0.1, 0.4], [-0.9, 0.2, -0.3], [0.4, -0.2, 0.4], [-0.1, -0.3, -0.1], [-0.1, 0.1, -0.6], [-0.2, 0.2, -0.1], [0.4, 0.8, 0.3], [-0.3, 0.5, 0.3], [1.2, 0.2, -0.3], [-0.5, 0.5, 0.7], [0.0, -0.1, 0.1], [-0.8, -0.1, 0.2], [0.0, -0.8, 0.0], [0.5, 0.7, -0.2], [0.7, -0.6, -0.7], [-0.4, -0.2, 0.9], [0.3, 0.0, -0.4], [-0.1, 0.3, 0.7], [0.0, -0.8, -0.7], [0.0, -0.2, -0.1], [0.0, 0.5, -0.1], [0.2, 0.8, -0.5], [0.3, 0.0, -0.3], [-0.2, -0.6, 0.1], [-0.5, -0.3, 0.6], [-0.1, 0.1, 0.2], [-0.7, 0.5, 0.3], [0.0, 0.4, 0.2], [-0.2, -1.0, 0.0], [0.0, -0.3, 0.1], [-0.3, 0.6, -0.7], [-0.1, -0.4, 0.1], [0.2, 0.2, 0.2], [-0.1, 0.1, -0.1], [0.2, 0.0, -0.2], [-0.4, -0.5, 0.2], [-0.1, 0.1, 0.0], [0.1, -0.3, -0.4], [0.2, 0.3, 0.2], [0.3, 0.2, 0.0], [0.4, 0.0, -0.7], [0.1, -0.2, 0.0], [-0.7, -0.1, 0.3], [0.5, -0.2, -0.2], [0.4, -0.2, -0.3], [0.1, -0.1, 0.1], [-0.2, 0.1, 0.1], [0.3, -0.3, -0.1], [-0.8, 0.1, 0.9], [-1.3, -2.0, -0.5], [-0.7, -0.2, 0.6], [-0.9, -0.5, 0.5], [2.6, -0.7, -2.3], [-2.6, 0.7, 2.2], [0.8, 0.9, -0.3], [-0.3, 1.2, 0.6], [2.8, 0.2, -2.1], [-0.1, 0.9, 1.0], [-0.2, -3.8, -2.0], [0.5, 3.4, 1.8], [-0.1, -0.1, 0.1], [0.0, -0.1, -0.1], [-0.4, 0.5, 0.6], [-0.2, -1.3, 0.6], [0.0, 0.4, -0.5], [0.8, 0.2, -0.1], [-0.3, -0.4, 0.2], [-0.1, 0.2, -0.1], [-1.5, 2.9, -2.4], [1.5, -2.9, 2.5], [-0.2, 1.0, -1.0], [0.8, -0.1, 0.4], [0.1, 0.4, -0.4], [0.2, -0.6, 0.5], [-0.5, 0.4, -0.3], [-0.1, -0.7, 0.2], [-0.1, 0.1, -0.1], [0.0, 0.1, 0.0], [0.1, -0.4, 0.3], [-0.2, -0.1, 0.1], [-0.3, 0.0, 0.2]], "lowdin_charge": [0.5219, -0.3887, 0.9312, -0.3552, -0.0773, -0.0652, -0.0541, -0.0739, -0.0970, -0.3871, -0.0956, -0.0738, -0.0618, -0.0672, -0.1086, 0.9533, -0.4046, -0.1032, -0.0745, -0.0497, -0.0632, -0.0952, -0.3546, -0.0742, -0.0621, -0.0634, -0.0739, -0.1321, 0.0507, 0.1145, 0.1061, 0.1214, 0.1021, 0.1020, 0.0873, 0.1051, 0.1162, 0.1013, 0.0957, 0.1046, 0.1105, 0.1188, 0.1078, 0.1166, 0.1076, 0.1105, 0.1076, 0.1166, 0.0354, 0.5895, -0.6572, -0.0691, -0.1812, -0.1620, 0.1743, -0.1909, -0.0818, -0.6594, 0.6755, -0.1632, 0.1736, 0.1151, 0.1103, -0.0562, -0.3332, 0.1087, 0.1119, 0.0595, 0.0469, 0.1027, -0.0426, -0.1984, -0.0104, -0.0545, -0.0263, -0.0557, -0.0077, 0.1233, 0.1137, 0.1204, 0.1162, 0.1194]}